(1)
18
Properties=species:S:1:pos:R:3 method="wB97M-V/def2-TZVPD" spin_multiplicity=1 orbital_gap_ev="6.641 / 7.915" homo_ev="-9.0496 / -9.5592" e_tot_ev=-12874.1810
C -3.0490 -1.5164 -0.0389
C -2.9030 0.8768 0.0157
C 0.2714 1.5478 0.0360
C -0.8319 -0.6503 0.2779
C -2.3489 -0.3418 0.0162
C 0.3118 0.1703 -0.0025
C 2.8099 0.4812 -0.2534
C 1.6725 -0.5644 -0.2216
N -3.5469 -2.5378 -0.1035
N -3.3951 1.9273 0.0412
N 0.1537 2.6894 0.0533
H -1.1883 -0.2499 1.2616
H -0.6608 -1.8120 0.1086
H 3.5545 -0.0139 0.3682
H 2.4427 1.4440 0.2092
H 3.1871 0.8880 -1.2785
H 1.8830 -1.1397 0.6875
H 1.6371 -1.1986 -1.1770



(2)
22
Properties=species:S:1:pos:R:3 method="wB97M-V/def2-TZVPD" spin_multiplicity=1 orbital_gap_ev=8.372 homo_ev=-18.2457 charge=+2 e_tot_ev=-10882.2780
C -0.6689 -2.1513 -0.3268
C -0.2718 -0.4612 -1.9600
C -0.0115 -0.0204 0.6447
C -1.1459 0.8488 0.6041
C 1.4597 1.7285 1.9005
C 1.3200 0.4416 1.0944
N -0.2532 -1.3696 0.6397
N -0.6844 -1.7926 -1.5926
N -0.4898 -0.0208 -3.1194
H -1.0983 -3.1384 -0.2106
H -1.5217 1.0774 1.6096
H -2.0165 0.3191 0.0614
H -0.7505 1.9023 0.3013
H 2.5088 1.8985 2.3367
H 0.9291 1.6170 2.7282
H 1.2846 2.6382 1.4542
H 1.8399 -0.3567 1.4650
H 1.8951 0.6192 0.2158
H 0.0422 -1.9191 1.5348
H -0.9520 -2.5378 -2.1983
H -0.3577 0.9540 -3.2565
H -1.0572 -0.2769 -3.9261



(3)
8
Properties=species:S:1:pos:R:3 method="wB97M-V/def2-TZVPD" spin_multiplicity=1 orbital_gap_ev=9.743 homo_ev=-10.5816 e_tot_ev=-11765.4692 smiles="O=CC(=O)[N+](=O)[O-]"
O -1.3845 1.3174 -0.3178
C -0.5721 0.4912 -0.2612
C 0.8913 0.8639 -0.3518
O 1.7704 0.8312 0.4641
N 1.1587 1.4798 -1.7730
O 1.1256 2.6556 -1.8459
O 1.1837 0.6701 -2.6035
H -0.7137 -0.6252 -0.3299



(4)
84
Properties=species:S:1:pos:R:3 method="wB97M-V/def2-TZVPD" spin_multiplicity=1 orbital_gap_ev=8.969 homo_ev=-9.4952 e_tot_ev=-141378.9087 smiles="CCCCCCN1C(=O)c2c(Br)c(Cl)c(O)c(COCC)c2C1=O.C[C@@H]1COC(=O)O1.C[C@@H]1COC(=O)O1.C[C@@H]1COC(=O)O1"
C -7.7428 0.5391 0.4033
C -7.9686 -0.9705 0.6322
C -7.7883 -1.7832 -0.6829
C -6.7537 -2.9278 -0.4436
C -5.3737 -2.4205 -0.9326
C -4.1868 -3.2347 -0.3424
N -3.2420 -2.3367 0.3417
C -3.3291 -2.3499 1.7471
O -4.3896 -2.3723 2.3325
C -1.9118 -2.2785 2.2733
C -1.4506 -2.2843 3.5435
Br -2.6666 -2.4530 4.9876
C -0.0804 -2.1662 3.7168
Cl 0.5669 -2.1221 5.3254
C 0.7417 -2.0600 2.6271
O 2.0841 -1.9177 2.7875
C 0.2578 -2.0650 1.3349
C 1.1950 -1.9107 0.1486
O 1.6729 -0.5701 0.1148
C 0.7222 0.3275 -0.4650
C 1.0657 0.5639 -1.9484
C -1.0932 -2.1889 1.1490
C -1.9255 -2.2490 -0.1187
O -1.5963 -2.2594 -1.2830
H -8.0936 1.0970 1.2775
H -6.6841 0.7790 0.2740
H -8.3309 0.8351 -0.4693
H -7.3234 -1.3277 1.4383
H -9.0075 -1.1186 0.9459
H -8.7249 -2.2776 -0.9542
H -7.4387 -1.1501 -1.5016
H -7.0083 -3.8146 -1.0355
H -6.6824 -3.1917 0.6130
H -5.3110 -1.3683 -0.6396
H -5.2993 -2.4456 -2.0244
H -3.7071 -3.7876 -1.1526
H -4.5670 -3.9819 0.3584
H 2.2607 -1.2277 3.4384
H 2.0470 -2.5912 0.2010
H 0.6687 -2.1322 -0.7857
H 0.7871 1.2700 0.0849
H -0.3008 -0.0552 -0.3915
H 1.8331 1.3392 -2.0015
H 1.4401 -0.3822 -2.3493
H 0.2030 0.9101 -2.5093
C 3.6144 5.4895 -3.5129
C 3.0472 4.3166 -4.2712
C 2.3315 4.7039 -5.5351
O 1.4279 3.6012 -5.7038
C 1.1473 3.1317 -4.4590
O 0.2789 2.3625 -4.2069
O 1.9978 3.6617 -3.5379
H 2.8464 6.2433 -3.3305
H 3.9893 5.1747 -2.5389
H 4.4296 5.9456 -4.0741
H 3.8314 3.5781 -4.4605
H 2.9982 4.8045 -6.3887
H 1.7419 5.6177 -5.4274
C 1.2787 -1.8312 8.7725
C 2.1592 -0.7949 9.4257
C 2.2958 -0.9561 10.9179
O 2.6076 0.3787 11.3302
C 2.0188 1.2140 10.4317
O 1.8941 2.3830 10.5779
O 1.5900 0.5204 9.3406
H 0.3043 -1.8811 9.2611
H 1.0974 -1.5806 7.7275
H 1.7441 -2.8161 8.8216
H 3.1371 -0.7681 8.9355
H 3.0841 -1.6494 11.2029
H 1.3610 -1.2539 11.3996
C 5.0757 0.3506 -8.1188
C 5.9892 1.3136 -7.4020
C 6.0409 1.1167 -5.9090
O 6.4184 2.4240 -5.4548
C 5.9312 3.3067 -6.3625
O 5.8732 4.4830 -6.1978
O 5.5119 2.6680 -7.4840
H 4.0778 0.3571 -7.6775
H 4.9634 0.6321 -9.1656
H 5.4739 -0.6628 -8.0683
H 6.9892 1.2850 -7.8441
H 6.7669 0.3684 -5.6003
H 5.0661 0.8733 -5.4788



(5)
80
Properties=species:S:1:pos:R:3 method="wB97M-V/def2-TZVPD" spin_multiplicity=2 orbital_gap_ev="4.374 / 7.755" homo_ev="-2.1973 / -5.5789" charge=-1 e_tot_ev=-68932.1972
Cl 5.0768 2.7349 4.5597
C 3.5988 2.0617 5.2543
C 2.4183 3.1246 5.2629
Cl 1.9154 3.4143 3.5232
H 3.9830 1.7714 6.2322
H 3.5456 1.1334 4.6856
H 2.7618 4.0831 5.6519
H 1.4564 2.8308 5.6830
C -3.1305 -3.0006 -4.3548
C -4.4073 -2.2525 -4.7385
C -4.4186 -0.7109 -4.5828
C -3.6873 -0.3481 -3.4109
N -3.1361 -0.1157 -2.4466
H -2.8325 -2.9939 -3.3064
H -2.2611 -2.6125 -4.8855
H -3.1966 -4.0309 -4.7045
H -5.1770 -2.6479 -4.0757
H -4.8590 -2.4427 -5.7121
H -5.4403 -0.3579 -4.4425
H -4.0563 -0.2141 -5.4828
C 0.2390 0.4075 -1.2775
C 0.2389 0.8734 0.2045
C 0.4835 2.4417 0.2788
C 1.8619 2.8925 -0.0716
N 2.9076 3.2700 -0.3868
H 0.6037 -0.6188 -1.3204
H 0.8432 0.9862 -1.9761
H -0.7637 0.5412 -1.6834
H 0.9667 0.3230 0.8008
H -0.7712 0.6832 0.5673
H 0.3532 2.8347 1.2871
H -0.2546 2.8983 -0.3806
C -2.3348 3.4673 2.8070
C -3.6983 3.3202 1.9988
C -4.5606 2.1214 2.5208
C -4.6331 2.1070 3.9947
N -4.8553 2.0607 5.1038
H -1.7333 2.5602 2.7475
H -2.4379 3.9473 3.7801
H -1.7945 4.1775 2.1810
H -3.5045 3.3143 0.9261
H -4.2411 4.2581 2.1167
H -4.0206 1.2324 2.1949
H -5.5412 2.2709 2.0691
C 7.2047 3.4102 -3.3412
C 6.3806 4.0170 -2.2218
C 4.9140 4.3676 -2.6137
C 4.6468 5.0087 -3.8825
N 4.4423 5.5689 -4.9013
H 7.2149 3.8776 -4.3259
H 7.0465 2.3598 -3.5859
H 8.2455 3.5815 -3.0668
H 6.8676 4.9832 -2.0893
H 6.4224 3.5477 -1.2389
H 4.3562 4.8788 -1.8290
H 4.3688 3.4289 -2.5146
C -3.4805 -6.2959 -0.5327
C -3.6780 -6.3383 0.7941
C -2.7714 -5.7737 1.6545
C -1.7760 -4.9249 1.2111
C -1.5121 -4.8393 -0.1680
C -2.3644 -5.6274 -1.0441
C -0.3363 -4.0159 -0.6861
O -0.2164 -3.6882 -1.9216
C 0.6029 -3.4232 0.2878
C 1.7360 -2.6843 -0.1812
C 2.6114 -2.0158 0.7468
C 2.4099 -2.2020 2.1420
C 1.3086 -2.9833 2.5972
C 0.3970 -3.5255 1.6671
C -0.9053 -4.1938 2.1954
O -1.2024 -4.1778 3.4079
H -4.1346 -6.8913 -1.1524
H -4.5765 -6.7905 1.1873
H -2.9496 -6.0279 2.6889
H -2.1359 -5.5677 -2.0979
H 1.7674 -2.4943 -1.2439
H 3.3804 -1.3857 0.3248
H 3.0391 -1.7532 2.8964
H 1.1698 -3.2064 3.6447



(6)
16
Properties=species:S:1:pos:R:3 method="wB97M-V/def2-TZVPD" spin_multiplicity=1 orbital_gap_ev=9.641 homo_ev=-8.4314 e_tot_ev=-6382.2706 smiles="CC1=CCC=C1.[H][H]"
C 2.2297 0.0762 0.1491
C 0.7258 0.0633 0.2079
C -0.0754 -1.0004 0.4264
C -1.5010 -0.5438 0.5318
C -1.4181 0.8966 0.1165
C -0.1229 1.2444 0.0119
H 2.6027 -0.4911 -0.7127
H 2.6172 1.0981 0.0687
H 2.6578 -0.3736 1.0526
H 0.2464 -2.0254 0.5836
H -1.7856 -0.5724 1.5956
H -2.2356 -1.1475 -0.0105
H -2.2794 1.5395 -0.0241
H 0.2635 2.2332 -0.2209
H -1.1984 -0.2272 -1.9827
H -0.7426 -0.8042 -1.8470



(7)
8
Properties=species:S:1:pos:R:3 method="wB97M-V/def2-TZVPD" spin_multiplicity=1 orbital_gap_ev=10.481 homo_ev=-10.1806 e_tot_ev=-19984.3222
N -0.2260 -0.3854 -0.7605
N 0.4612 0.4935 1.1179
O 1.9185 1.3832 -0.8711
O -0.3764 2.2889 -0.8054
O 0.5188 -0.6744 0.4351
S 0.5469 1.2717 -0.4116
H -0.1886 -1.2499 -1.4413
H -0.5695 0.5576 1.4288



(8)
95
Properties=species:S:1:pos:R:3 method="wB97M-V/def2-TZVPD" spin_multiplicity=4 orbital_gap_ev="4.859 / 4.691" homo_ev="-7.5374 / -7.4865" charge=+1 e_tot_ev=-156219.2800
Cr -0.1880 -0.0071 0.1285
N 0.8966 -1.7477 -2.0773
P 1.6444 -1.2362 -0.5746
C 2.5481 -2.8092 -0.2847
C 2.2621 -3.6193 0.8061
C 2.9962 -4.7715 1.0317
C 4.0152 -5.1230 0.1629
C 4.2689 -4.3520 -0.9619
C 3.5467 -3.1936 -1.1814
C 2.9008 -0.0207 -0.9257
C 4.2140 -0.2794 -0.5372
C 5.3375 0.5317 -0.6028
C 5.5365 1.8082 -1.1844
C 4.7362 2.5165 -2.0183
C 3.4409 2.0591 -2.5823
C -0.4712 -1.8445 -2.1137
C -1.1165 -2.7188 -2.9952
C -2.4945 -2.8291 -2.9657
C -3.1977 -2.0418 -2.0587
C -2.4923 -1.1670 -1.2624
N -1.1565 -1.0474 -1.2632
H 1.3821 -2.4104 -2.6740
H 1.4572 -3.3422 1.4746
H 2.7701 -5.3843 1.8917
H 4.6032 -6.0049 0.3628
H 5.0381 -4.6527 -1.6581
H 3.7668 -2.5695 -2.0384
H 4.4288 -1.2619 -0.1223
H 6.2221 0.1155 -0.1301
H 6.4960 2.2539 -0.9464
H 5.0866 3.4833 -2.3546
H 3.0111 2.8726 -3.1744
H -0.5358 -3.3067 -3.6913
H -3.0104 -3.5012 -3.6330
H -4.2727 -2.0886 -1.9872
H -3.0138 -0.4930 -0.5974
C 1.8228 3.7194 -1.1964
P 2.2623 1.8344 -1.1133
C 3.6160 0.8531 -3.5067
C 2.8957 2.2074 0.6438
C 2.7912 1.1819 1.7559
P 1.0516 0.6812 2.0129
C 0.5120 1.9120 3.2688
C 1.3577 -0.7509 3.1174
H 1.4477 4.0020 -2.1752
H 2.6908 4.3414 -0.9672
H 1.0359 3.9489 -0.4743
H 4.1791 0.0581 -3.0301
H 4.1667 1.1730 -4.3887
H 2.6510 0.4614 -3.8250
H 2.3874 3.1141 0.9696
H 3.9456 2.4687 0.4810
H 3.1786 1.6107 2.6872
H 3.3576 0.2757 1.5348
H 1.1854 1.8710 4.1252
H -0.5011 1.6818 3.5994
H 0.5336 2.9107 2.8358
H 2.0125 -0.4666 3.9429
H 1.8422 -1.5350 2.5355
H 0.4111 -1.1269 3.5043
C -3.7009 2.4671 3.4688
N -3.1125 2.4985 2.1406
C -2.6415 3.8181 1.7646
C -2.5237 1.3828 1.5887
N -1.6180 1.3773 0.6686
N -3.0481 0.1699 2.0297
C -2.5143 -1.0882 1.8906
N -3.3520 -2.0928 2.2965
N -1.2987 -1.2862 1.5120
H -4.2471 3.3964 3.6237
H -2.9346 2.3885 4.2491
H -4.4141 1.6536 3.5903
H -3.4292 4.5340 1.9925
H -2.4494 3.8746 0.6976
H -1.7379 4.1038 2.3130
H -1.3025 2.3026 0.3982
H -3.9575 0.2170 2.4655
H -4.3446 -1.9345 2.3543
H -3.0731 -3.0404 2.1043
H -1.0530 -2.2722 1.5048
C -1.9333 1.0197 -3.5043
Ge -0.6359 2.2721 -2.6513
C 0.1950 3.1225 -4.2664
C -1.8418 3.6817 -1.8906
C 0.6042 1.2087 -1.4660
H -2.3621 1.5267 -4.3635
H -2.7501 0.7436 -2.8462
H -1.4619 0.1098 -3.8637
H -0.5713 3.1587 -5.0361
H 1.0350 2.5562 -4.6565
H 0.5137 4.1446 -4.0866
H -2.3187 4.1662 -2.7379
H -1.3278 4.4533 -1.3268
H -2.6313 3.2379 -1.2905
H 0.8997 0.4566 -2.2097



(9)
45
Properties=species:S:1:pos:R:3 method="wB97M-V/def2-TZVPD" spin_multiplicity=5 orbital_gap_ev="6.073 / 6.717" homo_ev="-8.6616 / -11.2132" charge=+1 e_tot_ev=-63515.0896
C 1.0268 3.2623 -3.7442
O -0.2207 2.8674 -3.0911
C -0.2513 2.3617 -1.8087
C 0.7883 1.6743 -1.2436
C 0.5379 0.6162 -0.2541
C -0.7890 0.5474 0.6174
C -1.6402 1.7755 0.1700
C -1.4832 2.4078 -1.0623
Fe -0.6025 0.3124 -4.7175
C -0.6062 -0.8160 -3.3645
O -0.7868 -1.6741 -2.5867
C 0.1117 -0.6856 -5.9546
O 0.3587 -1.1782 -6.9910
C -2.2918 0.0001 -5.1522
O -3.4354 -0.1326 -5.3077
H 1.3782 2.4443 -4.4012
H 0.7281 4.1271 -4.3648
H 1.8310 3.5515 -3.0439
H 1.8262 1.8267 -1.5724
H 0.6950 -0.3712 -0.7262
H 1.3102 0.7333 0.5246
H -1.4049 -0.2310 0.1813
H -2.6108 1.9006 0.6620
H -2.2098 3.1625 -1.4322
C 1.4665 0.4547 3.5843
C 0.1440 1.0260 3.0595
N -0.4565 0.1743 1.9658
C -0.2031 -1.1550 2.1389
C -0.8941 -2.2173 1.3149
C -0.3011 -3.5160 1.8356
C 0.6072 -3.1642 3.0110
N 0.6116 -1.7038 3.0184
C 1.3767 -0.9923 4.0185
H 2.2201 0.5208 2.7867
H 1.8383 1.0446 4.4372
H -0.5412 1.0712 3.9277
H 0.2830 2.0292 2.6543
H -1.9828 -2.1513 1.4479
H -0.6606 -2.0554 0.2613
H -1.0939 -4.1815 2.1617
H 0.2660 -3.9963 1.0411
H 0.1958 -3.5370 3.9650
H 1.6213 -3.5947 2.9095
H 2.3720 -1.4485 4.1337
H 0.8712 -1.0895 4.9903



(10)
93
Properties=species:S:1:pos:R:3 method="wB97M-V/def2-TZVPD" spin_multiplicity=2 orbital_gap_ev="7.379 / 7.233" homo_ev="-5.0320 / -4.8865" charge=-1 e_tot_ev=-272602.1133
Mn 0.9058 0.3999 -2.3960
Se -0.8612 -2.9347 3.8371
P -0.6670 -0.8607 3.4800
C -2.0267 0.1388 4.1437
C -2.8580 -0.3759 5.1304
C -3.8434 0.4262 5.6885
C -4.0129 1.7326 5.2519
C -3.1894 2.2473 4.2588
C -2.1911 1.4536 3.7169
C 0.8227 -0.1944 4.2914
C 2.0049 -0.9237 4.1810
C 3.1663 -0.4595 4.7720
C 3.1587 0.7321 5.4865
C 1.9841 1.4553 5.6075
C 0.8172 0.9949 5.0096
C -0.4488 -0.4052 1.7507
C -1.2365 -0.2909 0.5936
N -0.3698 -0.1390 -0.4318
N 0.8560 -0.1651 0.0630
N 0.8418 -0.3237 1.3645
P -2.9756 -0.0651 0.2300
Se -3.5840 -0.8171 -1.6521
C -3.9024 -0.8673 1.5628
C -3.6753 -2.2266 1.7576
C -4.4405 -2.9353 2.6696
C -5.4511 -2.2974 3.3724
C -5.6779 -0.9411 3.1832
C -4.9013 -0.2232 2.2878
C -3.2721 1.7236 0.3450
C -4.5560 2.2167 0.1070
C -4.7949 3.5799 0.1379
C -3.7467 4.4648 0.3716
C -2.4623 3.9839 0.5669
C -2.2262 2.6148 0.5552
H -2.7300 -1.4061 5.4403
H -4.4929 0.0223 6.4552
H -4.7926 2.3499 5.6816
H -3.3221 3.2606 3.8999
H -1.5357 1.8564 2.9575
H 2.0024 -1.8536 3.6290
H 4.0823 -1.0277 4.6718
H 4.0689 1.0943 5.9483
H 1.9689 2.3824 6.1663
H -0.0929 1.5692 5.1178
H -2.8935 -2.7296 1.2020
H -4.2343 -3.9842 2.8359
H -6.0543 -2.8540 4.0791
H -6.4520 -0.4343 3.7460
H -5.0670 0.8385 2.1675
H -5.3595 1.5286 -0.1279
H -5.7947 3.9549 -0.0418
H -3.9305 5.5321 0.3724
H -1.6278 4.6629 0.6822
H -1.2142 2.2492 0.6682
N -0.8928 1.3039 -2.8945
N -0.9178 2.5326 -2.2029
C 0.3527 3.1045 -1.9345
O 0.3799 4.2823 -1.5971
O 1.3346 2.2864 -2.0332
H -0.9370 1.4257 -3.9032
H -1.6734 0.7172 -2.5964
H -1.6036 3.2057 -2.5136
Cl 0.4447 -2.2566 -2.5515
C 1.1423 -2.7219 -4.0762
C 1.3973 -4.0684 -4.2658
C 1.9394 -4.5026 -5.4647
C 2.2141 -3.5727 -6.4553
C 1.9521 -2.2310 -6.2379
Cl 2.3372 -1.1304 -7.5308
C 1.4059 -1.7317 -5.0397
S 1.0971 -0.0387 -4.8012
H 1.1615 -4.7654 -3.4729
H 2.1389 -5.5532 -5.6275
H 2.6345 -3.8765 -7.4043
O 2.8575 -0.2145 -2.1142
C 4.0146 -0.5739 -2.0986
C 4.4330 -1.9955 -2.3696
C 5.3173 -1.9760 -3.6405
C 4.9811 -0.8593 -4.6548
C 5.6177 0.5188 -4.4004
C 5.0500 1.2604 -3.1893
N 5.0497 0.3445 -2.0337
H 3.5258 -2.5778 -2.5217
H 4.9694 -2.4195 -1.5172
H 5.2096 -2.9436 -4.1342
H 6.3737 -1.8952 -3.3613
H 3.8992 -0.7338 -4.7230
H 5.3052 -1.1957 -5.6415
H 5.4822 1.1391 -5.2901
H 6.7006 0.3919 -4.2680
H 4.0186 1.5695 -3.3572
H 5.6307 2.1516 -2.9524
H 5.9419 -0.1304 -1.9743



(11)
21
Properties=species:S:1:pos:R:3 method="wB97M-V/def2-TZVPD" spin_multiplicity=3 orbital_gap_ev="5.058 / 7.263" homo_ev="-6.1004 / -8.2443" e_tot_ev=-60020.5143
O -3.3406 0.9871 2.6498
C -4.1328 1.6358 1.7589
C -3.8488 1.2732 0.3426
O -3.2486 0.1423 0.2954
C -3.0592 -0.9285 -0.6602
C -1.5367 -1.0463 -0.7272
O -0.9782 -0.9794 0.5413
Mg -1.7841 -0.0347 2.0867
H -4.0131 2.7478 1.7556
H -5.2313 1.4876 1.8874
H -4.6198 1.4139 -0.4280
H 0.8271 2.7581 1.3194
H -3.5320 -0.6393 -1.6061
H -3.5324 -1.8262 -0.2474
H -1.2330 -0.2090 -1.3836
H -1.2419 -2.0002 -1.1995
C 0.3550 2.1240 2.0897
O -0.0157 0.8091 2.1067
Ni 0.8288 -1.0158 1.2131
H 1.2366 2.1781 2.7616
H -0.7099 2.8008 1.7990